The following is a DFT calculation (ωB97M-V/def2-TZVPD) of C18H27N4O5PRuS6 as an isolated structure.

The total energy comes out at -112186.1846 eV. Its spin multiplicity is 5. Its orbital gap (alpha / beta) is 0.265 / 0.227 Eh.

XYZ file:
```
62
C18H27N4O5PRuS6 (ωB97M-V/def2-TZVPD)
Ru -0.36 0.70 -2.63
S 5.28 5.10 -3.40
C 3.97 4.14 -3.31
S 2.54 4.55 -2.42
C 1.62 3.13 -2.75
C 2.26 2.18 -3.57
S 1.58 0.69 -4.00
S 3.86 2.60 -4.10
S 0.05 2.97 -2.13
C -2.93 0.80 4.40
C -2.97 1.02 2.92
C -2.47 0.07 2.04
C -2.52 0.26 0.66
C -3.09 1.41 0.16
C -3.60 2.38 1.02
C -3.53 2.18 2.38
S -3.27 1.72 -1.58
O -2.74 3.03 -1.82
O -4.64 1.44 -1.91
N -2.32 0.63 -2.33
C -2.93 -0.67 -2.62
C -1.83 -1.70 -2.77
O -1.99 -2.88 -2.57
O -0.67 -1.19 -3.17
H -2.22 0.02 4.67
H -3.91 0.50 4.78
H -2.66 1.72 4.93
H -2.02 -0.83 2.44
H -2.10 -0.49 0.00
H -4.03 3.29 0.61
H -3.92 2.94 3.05
H -3.48 -0.63 -3.57
H -3.64 -0.99 -1.86
C 3.80 -1.86 0.48
N 2.88 -0.98 -0.21
C 3.51 0.20 -0.79
P 1.27 -1.00 0.15
O 0.55 -0.02 -0.73
N 0.84 -2.58 0.07
C 1.22 -3.39 -1.09
C -0.43 -3.02 0.67
N 0.94 -0.59 1.73
C 0.90 0.84 2.05
C 1.34 -1.42 2.85
H 4.55 -2.23 -0.22
H 3.27 -2.72 0.88
H 4.32 -1.35 1.29
H 4.20 -0.10 -1.59
H 4.08 0.75 -0.04
H 2.75 0.85 -1.21
H 2.08 -2.95 -1.60
H 0.39 -3.46 -1.79
H 1.49 -4.40 -0.75
H -0.77 -2.30 1.41
H -0.28 -3.98 1.16
H -1.19 -3.13 -0.10
H 0.54 1.41 1.19
H 1.89 1.21 2.34
H 0.21 1.00 2.88
H 1.38 -2.46 2.56
H 0.61 -1.31 3.65
H 2.32 -1.12 3.25
```

Atom charges from the Löwdin analysis, given in e for atoms 1 to 6: Ru 1.066; S 0.629; C -1.485; S 0.941; C -1.111; C -1.144

---

The following is a DFT calculation (ωB97M-V/def2-TZVPD) of one molecule with the formula C18H27N5O3S.

The total energy comes out at -43534.2957 eV. As for the SMILES: CCCCc1nc(SCCN2CCOCC2)c2c(=O)n(C)c(=O)n(C)c2n1. For the energy above the lowest of the compared OMol25 structures with the same formula, charge and spin, the calculation gives 11.3 kJ/mol. Its orbital gap is 0.329 Eh.

XYZ file:
```
54
C18H27N5O3S (ωB97M-V/def2-TZVPD)
C 3.64 4.03 -0.47
C 3.54 2.63 -1.05
C 2.56 2.57 -2.22
C 2.48 1.17 -2.84
C 1.96 0.18 -1.85
N 0.71 0.35 -1.44
C 0.23 -0.49 -0.53
C 1.03 -1.54 -0.02
C 2.33 -1.63 -0.54
N 2.79 -0.77 -1.44
N 3.16 -2.61 -0.10
C 2.76 -3.55 0.84
O 3.51 -4.42 1.22
N 1.47 -3.44 1.33
C 0.55 -2.47 0.96
O -0.57 -2.44 1.44
C 1.08 -4.43 2.31
H 0.06 -4.22 2.61
H 1.16 -5.43 1.88
H 1.75 -4.38 3.18
C 4.50 -2.68 -0.64
H 5.00 -3.52 -0.16
H 4.45 -2.83 -1.71
H 5.02 -1.75 -0.43
S -1.39 -0.31 0.06
C -1.93 1.13 -0.94
C -2.89 1.92 -0.08
N -3.73 1.01 0.67
C -4.28 1.55 1.89
C -4.94 0.42 2.67
O -5.97 -0.19 1.92
C -5.45 -0.69 0.71
C -4.79 0.41 -0.12
H -4.38 -0.03 -1.03
H -5.55 1.16 -0.40
H -6.29 -1.13 0.17
H -4.70 -1.47 0.92
H -5.41 0.79 3.58
H -4.18 -0.33 2.93
H -3.47 1.97 2.49
H -5.02 2.34 1.69
H -2.31 2.50 0.65
H -3.47 2.63 -0.70
H -1.04 1.69 -1.22
H -2.40 0.74 -1.84
H 3.47 0.84 -3.17
H 1.80 1.20 -3.69
H 1.57 2.86 -1.88
H 2.87 3.28 -2.99
H 4.53 2.30 -1.40
H 3.22 1.93 -0.28
H 4.34 4.05 0.37
H 3.98 4.73 -1.22
H 2.67 4.36 -0.10
```

Atom charges from the Löwdin analysis, given in e for atoms 1 to 6: C -0.114; C -0.272; C -0.214; C -0.130; C -0.343; N 0.116